C31H57BN5O19V as an isolated structure at a distorted geometry. Source: the OMol25 dataset; level of theory: ωB97M-V/def2-TZVPD.

Values from the calculation:
Gap between HOMO and LUMO (eV): 3.3
ΔE to the lowest compared entry with this formula, charge and spin (kcal/mol): 203.2
LUMO level (hartree): -0.0040
Net charge: -2
DFT total energy (Eh): -3887.303814

Element x y z (Å)
O  -3.0634  0.1254  -0.7751
V  -1.6529  0.2848  -0.0803
O  -0.7076  0.9392  -1.2019
N  -1.9484  -3.3197  3.1332
O  -1.1217  -4.2183  2.9136
O  -2.1947  -2.3627  2.3966
O  -2.2395  -3.3380  4.2864
N  -2.7412  3.9299  2.6247
O  -2.1375  4.9673  2.3272
O  -2.4974  2.8833  2.0488
O  -3.6461  4.1310  3.4404
O  1.5196  0.4916  3.0392
C  2.4988  0.7776  3.7501
O  3.2494  1.7730  3.7283
B  4.2512  1.7011  4.8248
O  4.0696  0.2917  5.3265
C  3.0156  -0.2213  4.8239
O  2.5382  -1.3583  4.9989
O  3.9917  2.6342  5.9041
C  5.0106  3.3533  6.1562
O  5.1553  4.1911  7.0231
C  6.1145  2.9356  5.1824
O  5.6659  1.9443  4.4227
O  7.1759  3.4577  5.0829
C  7.3375  5.7538  -4.6406
C  6.9344  4.7684  -3.5409
C  7.6603  5.0752  -2.2192
C  7.0149  4.4304  -1.0588
C  5.5588  4.7130  -0.9241
C  4.7438  4.2766  -2.1918
N  5.4581  4.9037  -3.3845
O  4.7371  4.9555  -4.6041
C  4.6378  2.7244  -2.1361
C  3.2985  4.8251  -2.0696
C  7.4358  3.4007  -4.0240
H  6.6798  5.5211  -5.4781
H  8.3210  5.6298  -5.0939
H  7.1571  6.7892  -4.3515
H  8.7111  4.7911  -2.1620
H  7.6718  6.1494  -2.0346
H  7.4500  4.8377  -0.1461
H  7.2901  3.3765  -1.0179
H  5.3459  5.7751  -0.8027
H  5.0898  4.2717  -0.0448
H  4.1327  2.4175  -1.2203
H  4.0581  2.4287  -3.0106
H  5.5670  2.1555  -2.1044
H  2.8540  4.3243  -1.2096
H  3.3288  5.9007  -1.8952
H  2.7159  4.5819  -2.9581
H  7.1614  2.5491  -3.4014
H  8.5162  3.2807  -3.9437
H  7.1956  3.2708  -5.0792
H  4.6241  4.0690  -4.9547
C  1.3552  -5.3109  -1.7453
C  1.8226  -3.9369  -2.1653
C  2.9691  -4.1454  -3.2022
C  2.4827  -4.5611  -4.5713
C  1.4597  -3.4736  -5.0418
C  0.2053  -3.2030  -4.1162
N  0.6791  -3.1644  -2.6951
O  -0.4173  -3.0565  -1.8087
C  -0.3437  -1.8465  -4.5967
C  -0.7922  -4.3456  -4.3493
C  2.5408  -3.1920  -1.0042
H  0.5226  -5.2838  -1.0424
H  2.1138  -5.9213  -1.2554
H  1.0924  -5.8470  -2.6572
H  3.4986  -3.1974  -3.2967
H  3.6901  -4.8772  -2.8379
H  2.1310  -5.5875  -4.6757
H  3.2963  -4.6346  -5.2929
H  1.2759  -3.9135  -6.0220
H  1.8925  -2.5172  -5.3353
H  -1.1561  -1.4359  -3.9971
H  0.5059  -1.1817  -4.7528
H  -0.6175  -2.0508  -5.6318
H  -1.3276  -4.3461  -5.2987
H  -0.4137  -5.3440  -4.1303
H  -1.5601  -4.2575  -3.5808
H  2.9394  -2.2014  -1.2230
H  3.4283  -3.7205  -0.6560
H  1.8433  -3.1572  -0.1673
H  -0.5648  -3.9834  -1.6070
C  -9.1296  -3.3556  2.4253
C  -7.9916  -2.3035  2.2393
C  -8.6244  -1.1063  1.4092
C  -9.4911  -0.1152  2.2234
C  -8.4249  0.3646  3.3034
C  -7.8828  -0.7271  4.2889
N  -7.3294  -1.8248  3.5036
O  -6.8401  -2.8680  4.2674
C  -6.7964  -0.2052  5.1266
C  -9.0328  -1.1687  5.1427
C  -6.9187  -2.9842  1.4558
H  -8.8633  -4.0887  3.1867
H  -9.2693  -4.0222  1.5743
H  -10.0673  -2.8663  2.6885
H  -7.8649  -0.6317  0.7880
H  -9.2385  -1.4768  0.5884
H  -10.3582  -0.5856  2.6871
H  -9.8713  0.6069  1.5009
H  -8.9125  1.2016  3.8031
H  -7.5219  0.7960  2.8715
H  -6.2985  -0.8612  5.8407
H  -5.9147  -0.0220  4.5125
H  -7.1354  0.6565  5.7016
H  -9.8586  -1.4821  4.5040
H  -8.8236  -2.0876  5.6904
H  -9.2696  -0.4127  5.8914
H  -6.0593  -2.3507  1.2361
H  -7.3110  -3.5240  0.5939
H  -6.5401  -3.8662  1.9724
H  -5.9041  -2.9362  4.0652